Record 1
{"formula": "C2H3N3S", "method": "wB97M-V/def2-TZVPD", "elements": ["C", "N", "H", "C", "N", "H", "N", "H", "S"], "coordinates": [[0.39, 1.23, 0.05], [1.37, -0.64, -0.29], [2.11, -1.52, 0.03], [-0.55, 0.10, 0.22], [1.58, 0.68, -0.17], [-2.80, -1.27, 0.44], [0.07, -1.03, 0.00], [0.19, 2.33, -0.06], [-2.36, 0.14, -0.22]], "smiles": "Sc1cn[nH]n1", "total_charge": 0, "energy_ev": -17425.12549, "lumo_ha": 0.016, "e_homo_ha": -0.3359}



Record 2
{"formula": "C29H86N16O11", "method": "wB97M-V/def2-TZVPD", "elements": ["H", "C", "C", "H", "H", "H", "O", "H", "H", "C", "N", "N", "O", "H", "H", "C", "H", "H", "H", "C", "N", "O", "N", "C", "C", "C", "H", "H", "C", "C", "H", "C", "H", "H", "N", "H", "O", "H", "H", "H", "H", "O", "H", "H", "H", "H", "H", "H", "H", "C", "H", "H", "H", "H", "C", "H", "C", "N", "N", "H", "C", "N", "H", "H", "C", "H", "H", "H", "N", "H", "H", "H", "C", "O", "H", "H", "H", "H", "C", "H", "H", "C", "H", "H", "C", "H", "H", "H", "C", "H", "H", "N", "H", "H", "O", "H", "H", "H", "O", "H", "H", "H", "H", "H", "H", "H", "O", "N", "H", "H", "H", "H", "H", "N", "C", "H", "H", "N", "C", "H", "H", "C", "H", "O", "H", "H", "C", "H", "C", "H", "C", "N", "N", "H", "H", "H", "C", "N", "H", "O", "C", "H"], "coordinates": [[-3.23, -2.66, -1.10], [0.99, -5.38, -2.95], [-4.20, 0.39, -1.67], [2.06, 0.81, 0.81], [-0.20, -1.72, 2.06], [-0.59, 0.26, -2.05], [-2.11, -2.25, 2.47], [-3.18, 0.25, -3.57], [1.31, -4.78, -2.10], [-3.40, -1.89, -1.84], [2.18, -4.71, -5.02], [3.40, 1.68, 3.36], [3.38, -5.07, 3.46], [-3.82, -1.13, 2.22], [2.09, 1.11, -0.89], [0.64, -0.83, -4.23], [0.11, -4.81, -4.86], [-4.00, 0.60, 5.14], [3.25, 2.63, 3.05], [0.71, -3.06, -3.76], [2.19, -3.44, 4.53], [-4.48, -0.98, -1.36], [1.27, 4.70, -2.06], [-4.11, 0.69, -3.19], [1.52, 0.60, -0.12], [2.56, -6.42, 0.44], [-5.08, 2.53, -2.89], [-3.23, -2.64, 4.70], [3.73, 1.82, -4.30], [-3.61, -1.63, 4.82], [-0.25, -2.97, -3.25], [-0.75, -2.33, 2.77], [2.34, -5.72, 1.25], [2.08, -6.04, -0.46], [0.03, 2.49, 0.25], [2.16, -5.66, -5.35], [-1.35, 4.82, 2.86], [5.64, -2.55, -0.28], [2.65, -2.53, -0.57], [0.09, -5.98, -2.82], [-4.95, 8.30, 1.41], [0.83, -2.09, -4.77], [2.53, 3.20, -5.00], [6.89, -3.79, 0.44], [6.14, -2.46, 1.29], [-4.06, 8.19, -0.12], [-0.76, 3.00, -0.11], [-3.09, 2.76, 4.41], [-4.13, 3.77, -0.80], [-4.18, 2.15, -3.37], [-5.79, 6.23, 1.50], [5.66, -5.28, -0.56], [3.37, -1.17, 0.35], [1.96, -4.17, -5.85], [-4.88, 4.33, 1.14], [-5.51, 6.01, -0.18], [-1.79, 3.80, 3.25], [4.48, -0.11, 3.21], [4.41, 1.50, -3.23], [-3.38, 0.82, -1.10], [4.11, -6.48, 0.27], [3.05, 2.91, -4.19], [-2.82, 4.22, 0.34], [-4.57, -1.73, 4.31], [-3.76, 3.68, 0.22], [2.74, 1.39, 4.07], [-1.95, 1.91, 3.26], [1.44, -2.84, -2.98], [2.23, 5.83, -0.57], [4.09, -3.31, 2.00], [-0.62, 0.54, 0.27], [2.99, 5.94, 0.08], [2.38, 5.03, -1.55], [4.71, 1.48, 1.61], [4.18, -0.31, 4.16], [1.30, 6.08, -0.26], [-5.45, -0.81, -3.52], [-3.29, 8.58, 1.50], [-2.79, -1.02, 2.58], [1.77, -6.14, -2.98], [-4.22, 2.48, -4.41], [4.28, 1.06, 2.65], [2.03, -7.37, 0.50], [-3.63, -2.39, -2.79], [-2.87, -0.53, 4.04], [4.55, 2.25, -2.57], [-0.46, -2.13, 3.80], [-3.20, 4.50, 4.51], [-5.08, 5.79, 0.80], [3.13, -2.07, 2.74], [-0.51, -3.37, 2.51], [-5.21, 0.08, -3.94], [5.60, -6.89, 1.64], [4.47, -6.03, 2.15], [4.94, -4.15, 0.87], [4.27, -7.32, -0.41], [-6.01, 0.67, -3.78], [0.86, 2.99, -0.05], [3.62, 1.12, -5.28], [-2.42, -1.45, -2.03], [-3.32, 2.65, -2.92], [3.43, -1.03, -1.29], [5.31, -0.56, 2.86], [0.42, 5.21, -1.85], [-0.42, -0.67, -4.05], [1.77, -4.02, 5.24], [-3.88, 6.60, 1.06], [3.50, -3.01, 2.77], [-4.31, 0.92, 3.60], [-5.09, 0.84, -1.23], [-4.51, 4.30, 2.16], [-2.40, -0.21, 1.97], [-3.53, 2.65, 0.48], [-1.32, 2.64, 2.97], [0.95, -4.51, -4.23], [-1.83, -0.44, 4.37], [-5.80, 2.68, 1.37], [4.60, -6.85, 1.57], [5.97, -3.21, 0.52], [1.41, 4.12, -2.88], [0.88, -0.09, -4.99], [4.66, -5.12, -0.16], [-0.66, 2.61, 2.20], [1.53, -0.81, -0.46], [4.79, 0.57, -3.15], [-6.89, 3.91, 1.34], [2.78, -1.44, -0.52], [3.33, 3.57, -3.48], [-0.44, 1.29, -1.71], [1.95, -2.46, 4.60], [-4.01, 7.98, 0.95], [-2.71, 3.68, 4.19], [-6.07, 3.53, 0.88], [1.25, -0.63, -3.35], [0.37, 1.59, -2.37], [-3.98, -1.35, 5.81], [0.12, 1.13, -0.27], [-3.55, 0.75, 4.25], [4.19, -4.77, -1.07], [3.43, 4.60, -1.97], [3.01, -3.93, 3.57], [-1.35, 1.87, -1.85]], "smiles": "COC[C@H](C)N.COC[C@H](C)N.COC[C@H](C)N.COC[C@H](C)N.COC[C@H](C)N.COC[C@H](C)N.NC(N)=O.NC(N)=O.NC(N)=O.NC(N)=O.NC(N)=O", "total_charge": 0, "energy_ev": -77829.27187, "lumo_ha": -0.004, "e_homo_ha": -0.3231}



Record 3
{"formula": "C3H4O3", "method": "wB97M-V/def2-TZVPD", "elements": ["H", "H", "H", "C", "H", "C", "O", "O", "O", "C"], "coordinates": [[1.68, 0.38, -1.05], [-0.75, -2.10, 0.88], [-0.23, -1.85, -0.97], [0.70, -0.32, 0.40], [0.91, -0.17, 1.58], [-0.48, 0.57, 0.12], [-1.38, -0.53, -0.30], [1.94, 0.13, -0.23], [-0.70, 1.74, 0.04], [-0.30, -1.41, 0.06]], "total_charge": 0, "energy_ev": -9315.92737, "lumo_ha": 0.018, "e_homo_ha": -0.4028}



Record 4
{"formula": "C36H32F5MnOP2Te", "method": "wB97M-V/def2-TZVPD", "elements": ["H", "C", "H", "C", "H", "H", "H", "H", "C", "Mn", "H", "H", "H", "C", "C", "H", "H", "H", "H", "C", "C", "F", "C", "H", "H", "C", "C", "C", "C", "H", "H", "H", "F", "H", "O", "C", "C", "C", "H", "H", "C", "H", "C", "C", "H", "C", "C", "H", "F", "C", "C", "H", "C", "H", "C", "C", "C", "C", "H", "H", "P", "H", "C", "C", "C", "H", "C", "C", "Te", "C", "C", "P", "F", "H", "H", "C", "F", "C"], "coordinates": [[0.77, 4.29, 1.68], [4.88, 2.65, -2.44], [-0.47, 0.34, -0.34], [-0.07, 2.85, -0.50], [2.76, 0.50, 2.28], [-0.56, -7.54, -0.76], [-5.76, -1.87, 2.18], [-2.44, -0.11, 4.32], [-3.84, -1.95, 1.18], [0.56, -0.52, 0.40], [-3.15, 4.12, 0.30], [-0.09, -1.79, -2.73], [3.17, 1.09, 4.66], [1.54, 3.93, 3.66], [-2.84, -0.61, 3.44], [-1.71, -6.24, -2.56], [4.76, 4.65, -1.59], [0.24, -6.37, 1.28], [-4.87, -0.62, 4.16], [-4.20, -0.92, 3.36], [4.33, 3.64, -1.61], [5.13, -3.24, 0.82], [-1.58, -4.36, -1.50], [-4.21, -2.54, 0.34], [-0.57, -0.40, -4.74], [-3.43, 0.19, -2.96], [-0.48, -4.45, 0.66], [-1.29, 3.53, -2.50], [-4.70, -1.60, 2.24], [-0.10, -3.94, 1.54], [-3.81, -0.51, -0.96], [2.80, 4.12, -0.16], [3.19, -2.92, -0.96], [-2.74, 0.81, -4.92], [1.55, -2.17, 1.06], [-0.73, -6.47, -0.65], [2.39, 1.45, 2.68], [-1.37, -5.73, -1.65], [-4.38, 0.73, -3.05], [-0.91, -0.70, 2.45], [-1.14, -3.70, -0.34], [-3.31, 4.24, -2.18], [2.67, 2.07, -0.84], [-2.49, -1.57, 1.23], [-2.09, -3.80, -2.29], [-1.18, 3.24, 0.29], [2.64, 1.79, 4.01], [4.75, 0.59, -3.09], [2.82, -4.57, 1.15], [2.21, 3.03, 4.51], [-1.98, -0.93, 2.38], [5.73, 2.88, -3.07], [-2.52, 0.23, -4.02], [2.82, 0.05, -1.62], [1.28, 3.58, 2.34], [4.33, 1.37, -2.45], [-1.30, -0.46, -3.93], [3.23, 3.35, -0.81], [-0.49, 0.58, 0.77], [2.39, 3.29, 5.55], [-1.31, -1.90, -0.13], [-1.34, 3.62, -3.58], [-2.39, 3.88, -1.71], [-3.12, -0.51, -1.79], [-1.91, -1.21, -1.70], [1.23, 4.90, 4.04], [-0.13, 3.03, -1.90], [3.23, 1.06, -1.64], [3.30, -2.74, 0.94], [1.66, 2.32, 1.85], [-2.31, 3.79, -0.31], [1.21, 1.75, 0.18], [3.56, -2.53, 2.80], [0.72, 2.75, -2.52], [-1.13, 3.13, 1.38], [-1.02, -1.21, -2.80], [3.88, -0.92, 0.70], [-0.28, -5.81, 0.50]], "total_charge": 2, "spin_multiplicity": 5, "energy_ev": -110659.14632, "lumo_ha": [-0.308, -0.370], "e_homo_ha": [-0.5269, -0.5322]}



Record 5
{"formula": "C21H37F3N5O5S", "method": "wB97M-V/def2-TZVPD", "elements": ["H", "H", "H", "N", "C", "H", "C", "H", "C", "H", "O", "H", "H", "H", "C", "H", "H", "F", "H", "H", "N", "H", "H", "H", "H", "H", "F", "F", "H", "H", "H", "H", "H", "O", "C", "H", "C", "C", "H", "C", "C", "C", "O", "H", "N", "C", "H", "C", "O", "H", "H", "H", "H", "H", "C", "N", "O", "C", "N", "C", "H", "C", "H", "H", "C", "C", "C", "H", "C", "S", "H", "C"], "coordinates": [[1.49, -2.09, -3.06], [-2.84, -0.41, -3.82], [1.12, 3.60, -0.12], [0.72, 3.64, 0.84], [0.24, 2.21, 1.17], [-3.65, -1.46, -0.25], [2.16, -3.78, -1.52], [-3.19, 1.00, 1.58], [-3.80, -0.60, -1.02], [-0.69, 2.53, -0.87], [5.99, 0.25, -0.41], [5.37, -0.07, 2.99], [-6.06, 0.29, 2.06], [-2.02, 0.45, 3.07], [-1.17, 0.36, -0.38], [-1.77, -1.60, 0.84], [3.02, -0.67, -2.41], [2.64, -4.71, -2.60], [1.51, 3.89, 1.48], [-4.92, 1.07, 0.27], [-0.21, 2.32, 2.64], [3.25, 2.28, -1.36], [-4.14, -1.14, -2.02], [-5.81, 0.61, -1.43], [-6.44, -1.31, 2.34], [1.21, 0.61, -3.18], [3.28, -3.04, -0.90], [1.45, -4.66, -0.53], [-1.92, 2.43, 0.55], [-1.09, 2.91, 2.59], [0.25, -3.47, -2.74], [-0.83, -2.39, -0.95], [7.30, -0.28, 2.87], [-6.36, -2.09, -0.26], [3.84, 1.26, -1.53], [1.33, 0.37, 0.86], [-0.95, 1.90, 0.11], [1.02, -2.76, -2.19], [-0.42, -0.60, 1.68], [-5.13, 0.24, -0.53], [6.24, -0.49, 0.85], [-0.06, -0.31, -1.45], [-3.50, -0.93, 2.41], [2.28, 1.82, 0.71], [-6.61, -0.51, 1.66], [-2.10, -0.29, -2.89], [0.76, -1.98, 0.02], [-2.54, 0.15, 2.03], [-2.94, -1.48, 4.72], [0.50, 2.90, 3.14], [6.47, 1.35, 2.27], [4.15, 0.70, 0.69], [1.16, 1.74, -1.68], [-0.37, -0.90, -3.71], [-2.81, -1.77, 3.42], [1.46, 1.36, 1.16], [6.37, -1.84, 0.77], [-1.40, -0.49, 1.04], [-0.77, -0.57, -2.80], [-2.49, 0.30, -1.37], [4.44, 1.33, -2.54], [2.69, 0.08, -1.54], [5.20, 2.20, 0.06], [-3.72, 2.67, -0.81], [6.34, 0.18, 2.34], [4.82, 1.12, -0.19], [0.25, -1.90, -1.03], [-2.11, -2.66, 3.10], [1.19, 0.62, -1.98], [-3.29, 1.94, -1.93], [2.69, -0.57, -0.56], [-6.08, -0.89, 0.26]], "smiles": "CC(=O)OCCCC[C@]1(CCC(F)(F)F)[NH+]=C[C@@](S)(CCC(N)=O)[C@]1(CCOC=O)CC(N)(N)N", "total_charge": 1, "energy_ev": -59032.16409, "lumo_ha": -0.182, "e_homo_ha": -0.4491}



Record 6
{"formula": "CH21NO11", "method": "wB97M-V/def2-TZVPD", "elements": ["N", "H", "H", "O", "O", "H", "H", "H", "O", "H", "O", "H", "O", "H", "H", "O", "H", "O", "H", "O", "H", "H", "H", "H", "O", "H", "H", "H", "O", "C", "H", "O", "H", "H"], "coordinates": [[-0.37, -1.04, 3.08], [1.32, -2.49, -0.94], [3.31, 1.70, -1.12], [-4.46, 0.00, 1.44], [-3.36, -0.55, -1.13], [0.59, 2.10, 1.74], [2.60, 0.50, -1.58], [1.47, 1.13, 1.01], [1.51, 1.73, 1.83], [2.75, -1.01, 1.52], [0.03, 3.08, -1.25], [0.48, -1.55, 2.95], [3.58, -1.18, 1.95], [-0.03, 1.05, -3.92], [-4.07, 0.12, 0.57], [0.73, -3.20, -1.31], [-0.83, -1.35, 2.26], [-0.94, -0.64, 0.24], [-4.70, 1.02, 1.61], [3.14, 1.01, -1.93], [-3.45, 0.20, -1.64], [-0.31, 0.02, 3.00], [0.77, -2.61, -2.17], [-0.51, -1.33, 3.96], [0.42, 0.53, -1.12], [0.55, 3.00, -2.07], [-1.59, -0.72, -0.37], [-0.37, 0.58, -2.61], [1.23, -0.38, 0.73], [0.31, -0.15, -0.06], [0.10, 2.18, -0.76], [-0.65, 0.54, -3.51], [-3.56, -1.09, -1.86], [4.34, -1.18, 1.48]], "total_charge": 0, "energy_ev": -25387.42397, "lumo_ha": -0.026, "e_homo_ha": -0.3745}



Record 7
{"formula": "FH5Si2", "method": "wB97M-V/def2-TZVPD", "elements": ["H", "Si", "H", "H", "H", "H", "Si", "F"], "coordinates": [[2.55, -0.36, 1.23], [1.96, 0.46, 0.12], [2.32, 0.49, -1.28], [-3.19, -1.48, 0.58], [-2.79, 0.36, -1.04], [2.31, 1.75, 0.55], [-2.37, -0.32, 0.10], [-0.81, -0.90, -0.26]], "total_charge": 0, "energy_ev": -18550.36761, "lumo_ha": [-0.040, -0.025], "e_homo_ha": [-0.2803, -0.3105]}



Record 8
{"formula": "C2H4N4O2", "method": "wB97M-V/def2-TZVPD", "elements": ["O", "C", "H", "N", "N", "N", "C", "H", "O", "N", "H", "H"], "coordinates": [[1.52, 0.55, -0.87], [0.04, 0.78, 1.47], [-1.02, 0.78, 0.86], [0.72, 0.68, -2.03], [0.99, -0.72, -0.21], [-1.14, -1.54, -0.26], [-0.25, -0.90, -0.93], [0.76, 1.69, 1.02], [0.84, -0.38, 1.10], [-0.22, -0.14, -2.11], [-0.23, 0.53, 2.56], [-2.02, -1.33, -0.61]], "smiles": "[H]/N=c1\\nnon1OC", "total_charge": 0, "energy_ev": -12187.01792, "lumo_ha": -0.033, "e_homo_ha": -0.3753}